i | Below is 2 unconnected molecules or ions with the total composition CH6N2, with properties calculated with wB97M-V/def2-TZVPD.

Calculated values
- SMILES string = C=N.N
- LUMO level (Ha) = 0.0458
- E_HOMO (Ha) = -0.385
- gap between HOMO and LUMO (eV) = 11.7

```
! RIJCOSX wB97M-V def2-TZVPD def2/J DEFGRID3
* xyz 0 1
N 4.60 0.61 0.88
N -6.42 -1.60 -1.64
C 3.61 1.40 1.08
H -6.29 -0.69 -1.23
H -5.99 -2.18 -0.90
H 4.41 0.18 -0.02
H -7.35 -1.97 -1.40
H 2.71 1.30 0.49
H 3.63 1.90 2.05
*
```

***

ii | Below is 2 unconnected molecules or ions with the total composition CH6N2, with properties calculated with wB97M-V/def2-TZVPD.

Calculated values
- SMILES string = C=N.N
- LUMO level (Ha) = 0.0305
- E_HOMO (Ha) = -0.344
- gap between HOMO and LUMO (eV) = 10.2

```
! RIJCOSX wB97M-V def2-TZVPD def2/J DEFGRID3
* xyz 0 1
N 0.11 -1.29 2.39
N 0.41 0.37 -1.06
C -0.38 1.11 -1.91
H -0.25 -2.25 2.20
H 0.07 0.63 -0.15
H -0.42 0.97 -3.03
H -0.31 -0.71 3.15
H 0.58 -0.83 1.59
H -1.06 1.95 -1.61
*
```

***

i is preferred energetically. Next in line: 37.2 kJ/mol higher.

***

i | Below is a single C6H14P2 molecule, with properties calculated with wB97M-V/def2-TZVPD.

Calculated values
- LUMO level (alpha / beta) (Ha) = -0.0498 / -0.0499
- E_HOMO (alpha / beta) (Ha) = -0.292 / -0.292
- gap between HOMO and LUMO (alpha / beta) (eV) = 6.6 / 6.6

```
! RIJCOSX wB97M-V def2-TZVPD def2/J DEFGRID3
* xyz 0 1
P 3.79 0.21 -0.75
P 2.71 1.51 0.34
C -0.35 -1.39 -1.04
C -1.95 -0.99 0.83
C -0.93 -0.35 -0.08
C -1.69 0.74 -0.86
C 0.25 0.31 0.74
C 1.08 1.22 0.03
H 3.02 2.85 0.04
H -2.68 -1.51 0.18
H 0.83 -0.57 1.14
H -2.48 -0.33 1.45
H -2.37 1.22 -0.30
H -1.09 -2.25 -1.27
H -0.23 0.86 1.67
H 3.37 1.50 1.59
H -1.08 1.57 -1.29
H -0.26 -0.89 -2.04
H 2.95 -0.38 0.51
H -2.14 0.21 -1.73
H -1.27 -1.69 1.39
H 0.53 -1.87 -0.55
*
```

***

ii | Below is 2 unconnected molecules or ions with the total composition C6H14P2, with properties calculated with wB97M-V/def2-TZVPD.

Calculated values
- LUMO level (Ha) = -0.0287
- E_HOMO (Ha) = -0.330
- gap between HOMO and LUMO (eV) = 8.2

```
! RIJCOSX wB97M-V def2-TZVPD def2/J DEFGRID3
* xyz 0 1
P -2.55 3.62 0.59
P -0.60 3.13 0.25
C 1.15 -0.64 -1.61
C 1.36 -1.64 -0.55
C 0.88 -0.65 1.51
C -3.49 2.18 -0.22
C 0.93 -2.89 -0.72
C 2.01 -1.18 0.71
H 0.15 -0.78 -1.92
H -4.51 2.23 0.41
H 1.18 -3.68 0.00
H 2.47 -2.00 1.42
H 0.34 0.13 1.00
H 0.55 -3.10 -1.71
H -2.93 1.25 -0.19
H 0.16 -1.46 1.75
H 1.29 0.35 -1.19
H -0.24 4.13 1.22
H -3.88 2.35 -1.23
H 2.71 -0.42 0.55
H 1.25 -0.24 2.40
H 1.77 -0.70 -2.45
*
```

***

ii is preferred energetically. Next in line: 391.5 kJ/mol higher.

***

i | Below is a single C4H7F2N molecule, with properties calculated with wB97M-V/def2-TZVPD.

Calculated values
- SMILES string = C=CC(F)(F)NC
- LUMO level (Ha) = 0.0375
- E_HOMO (Ha) = -0.364
- gap between HOMO and LUMO (eV) = 10.9

```
! RIJCOSX wB97M-V def2-TZVPD def2/J DEFGRID3
* xyz 0 1
F 0.38 -1.20 1.05
F -0.63 0.62 1.62
N -0.83 0.01 -0.56
C -2.14 -0.60 -0.48
C 2.52 0.41 0.18
C 0.00 0.03 0.58
C 1.32 0.93 0.13
H 2.69 -0.60 0.51
H -2.66 -0.36 -1.41
H -2.12 -1.69 -0.35
H 1.05 1.93 -0.15
H -2.69 -0.15 0.35
H -0.30 -0.32 -1.36
H 3.40 0.98 -0.11
*
```

***

ii | Below is 2 unconnected molecules or ions with the total composition C4H7F2N, with properties calculated with wB97M-V/def2-TZVPD.

Calculated values
- LUMO level (Ha) = 0.0333
- E_HOMO (Ha) = -0.332
- gap between HOMO and LUMO (eV) = 10.0

```
! RIJCOSX wB97M-V def2-TZVPD def2/J DEFGRID3
* xyz 0 1
F -1.83 0.03 -1.61
F 1.85 -2.36 -0.13
N -2.94 -0.25 0.23
C 1.58 -0.17 0.41
C -1.99 0.43 -0.32
C 1.20 1.29 0.27
C 1.58 -1.12 -0.50
H 1.89 -0.36 1.40
H -2.95 -0.06 1.21
H 1.47 -1.09 -1.50
H -3.33 -1.10 -0.22
H 0.81 1.64 1.23
H 0.43 1.29 -0.52
H 2.23 1.84 0.05
*
```

***

i is preferred energetically. Next in line: 229.0 kJ/mol higher.

***

i | Below is 2 unconnected molecules or ions with the total composition CH4N2O2S, with properties calculated with wB97M-V/def2-TZVPD.

Calculated values
- LUMO level (Ha) = 0.0292
- E_HOMO (Ha) = -0.382
- gap between HOMO and LUMO (eV) = 11.2

```
! RIJCOSX wB97M-V def2-TZVPD def2/J DEFGRID3
* xyz 0 1
S -0.45 0.12 -1.58
O -0.29 1.75 -2.01
O -1.75 0.48 -0.67
N 0.76 -0.07 -0.60
N 0.71 -1.18 2.29
C -0.19 -1.89 2.33
H 0.27 2.06 -1.26
H 1.32 -0.44 1.99
H 1.34 -0.87 -0.64
H -1.71 0.04 0.14
*
```

***

ii | Below is a single CH4N2O2S molecule, with properties calculated with wB97M-V/def2-TZVPD.

Calculated values
- SMILES string = ONC(=S)NO
- LUMO level (Ha) = 0.0163
- E_HOMO (Ha) = -0.320
- gap between HOMO and LUMO (eV) = 9.1

```
! RIJCOSX wB97M-V def2-TZVPD def2/J DEFGRID3
* xyz 0 1
S -2.04 -0.01 0.01
O 1.60 -1.33 -0.31
O 1.64 1.33 0.31
N 0.36 -1.09 0.30
N 0.33 1.12 -0.29
C -0.36 0.02 -0.01
H -0.20 -1.93 0.16
H -0.18 1.99 -0.28
H 2.21 1.09 -0.43
H 2.19 -1.26 0.45
*
```

***

i is preferred energetically. Next in line: 8.8 kJ/mol higher.